[1]
Here is a structure of composition C10H23MnN7O3S2 in a non-equilibrium geometry from the Open Molecules 2025 dataset. Energies are from ωB97M-V with the def2-TZVPD basis set.

Properties
DFT total energy (Eh): -2951.31075
Gap between HOMO and LUMO (spin up / spin down) (eV): 6.7 / 7.6
HOMO energy (spin up / spin down) (eV): -6.43 / -7.32

```
! wB97M-V def2-TZVPD RIJCOSX def2/J DEFGRID3
* xyz 0 6
Mn 0.87 1.07 0.08
N 0.35 4.09 2.76
C -0.04 3.04 2.01
O 0.51 1.94 2.15
C -1.20 3.22 1.06
C -0.88 2.50 -0.27
H 1.20 4.00 3.30
H -0.01 5.01 2.60
H -1.41 4.29 0.92
H -2.07 2.76 1.54
H -0.32 3.20 -0.91
H -1.82 2.29 -0.78
N 2.81 0.03 1.14
N 3.85 0.97 0.91
C 3.66 2.03 -0.03
O 4.68 2.60 -0.39
O 2.47 2.27 -0.35
H 2.72 -0.14 2.14
H 3.00 -0.86 0.67
H 4.80 0.62 0.97
C -4.51 -0.02 1.48
N -3.09 -0.23 1.68
C -2.22 -0.59 0.72
S -0.66 -1.03 1.21
N -2.64 -0.69 -0.55
C -1.74 -0.73 -1.68
H -4.95 0.37 2.39
H -5.01 -0.96 1.22
H -4.69 0.70 0.67
H -2.74 -0.26 2.62
H -3.58 -0.39 -0.74
H -0.83 -0.14 -1.44
H -2.23 -0.30 -2.54
H -1.45 -1.76 -1.90
S 1.70 -0.31 -2.30
C 1.56 -1.94 -2.04
N 1.25 -2.56 -0.88
C 1.07 -3.98 -1.07
C 1.63 -4.22 -2.49
N 1.76 -2.87 -3.00
H 0.74 -2.06 -0.14
H 0.02 -4.26 -0.99
H 1.63 -4.54 -0.31
H 0.94 -4.79 -3.11
H 2.59 -4.74 -2.47
H 2.25 -2.65 -3.85
*
```

Calculated atomic charges, method Löwdin, unit e:
1. Mn 0.642
2. N 0.182
3. C -0.539
4. O -0.068
5. C -0.227
6. C -0.238
7. H 0.117
8. H 0.103
9. H 0.096
10. H 0.101
11. H 0.026
12. H 0.006
13. N -0.021
14. N -0.023
15. C -0.767
16. O 0.017
17. O -0.146
18. H 0.094
19. H 0.076
20. H 0.124
21. C -0.077
22. N -0.052
23. C -0.794
24. S 0.705
25. N -0.023
26. C -0.112
27. H 0.090
28. H 0.091
29. H 0.087
30. H 0.118
31. H 0.118
32. H -0.012
33. H 0.096
34. H 0.078
35. S 0.715
36. C -0.874
37. N -0.005
38. C -0.140
39. C -0.144
40. N 0.008
41. H -0.025
42. H 0.117
43. H 0.115
44. H 0.113
45. H 0.117
46. H 0.133



[2]
Here is a structure of composition C10H23N9O6Sc in a non-equilibrium geometry from the Open Molecules 2025 dataset. Energies are from ωB97M-V with the def2-TZVPD basis set.

Properties
Relative energy (zero: lowest compared OMol25 entry of this formula, charge and spin) (eV): 0.0000
DFT total energy (Eh): -2099.42900
Gap between HOMO and LUMO (spin up / spin down) (eV): 5.3 / 5.2
HOMO energy (spin up / spin down) (eV): -9.95 / -9.86

```
! wB97M-V def2-TZVPD RIJCOSX def2/J DEFGRID3
* xyz 1 1
O 3.78 0.65 -1.66
H 3.46 0.96 -2.52
Sc 0.70 -0.34 -0.27
N -1.00 -1.76 -0.57
N 0.00 -0.25 -2.36
N 0.30 -0.54 1.88
N 2.05 1.04 0.83
O -1.36 -2.67 0.31
O -0.69 -1.32 2.44
O 2.84 2.02 0.24
O 0.66 0.47 -3.20
C -1.13 -0.91 -2.73
C -1.70 -1.72 -1.72
C 0.94 0.25 2.76
C 1.89 1.15 2.16
C -2.94 -2.53 -1.81
H -3.66 -2.17 -1.07
H -2.73 -3.59 -1.60
H -3.38 -2.45 -2.80
C -1.65 -0.76 -4.11
H -0.83 -0.84 -4.83
H -2.12 0.22 -4.23
H -2.40 -1.53 -4.32
C 0.64 0.25 4.21
C 2.62 2.17 2.96
H 0.11 -0.67 4.48
H 0.00 1.11 4.47
H 1.56 0.32 4.79
H 3.02 2.96 2.31
H 3.47 1.71 3.50
H 1.96 2.62 3.72
H -1.01 -1.90 1.65
H 3.28 1.55 -0.57
C 3.18 -0.68 -1.38
H 2.26 -0.87 -1.96
H 3.04 -0.74 -0.28
H 3.94 -1.42 -1.66
O 1.33 -2.84 0.27
H 1.91 -3.06 1.02
H 0.39 -3.12 0.49
N -4.27 2.04 -0.14
N -2.90 1.99 0.12
N -2.20 3.12 0.33
C -0.94 2.65 0.24
N -0.89 1.35 -0.06
N -2.18 0.92 -0.16
H -4.65 1.11 0.03
H -4.68 2.78 0.41
H -0.04 3.27 0.37
*
```

Calculated atomic charges, method Löwdin, unit e:
1. O -0.085
2. H 0.125
3. Sc 1.117
4. N -0.199
5. N -0.249
6. N -0.059
7. N -0.081
8. O -0.223
9. O -0.010
10. O -0.042
11. O -0.148
12. C -0.268
13. C -0.272
14. C -0.234
15. C -0.220
16. C -0.007
17. H 0.097
18. H 0.099
19. H 0.074
20. C -0.016
21. H 0.092
22. H 0.101
23. H 0.074
24. C 0.011
25. C 0.015
26. H 0.092
27. H 0.114
28. H 0.101
29. H 0.091
30. H 0.118
31. H 0.102
32. H 0.052
33. H 0.060
34. C -0.089
35. H 0.066
36. H 0.063
37. H 0.124
38. O -0.076
39. H 0.078
40. H 0.048
41. N 0.156
42. N -0.238
43. N 0.152
44. C -0.153
45. N -0.040
46. N 0.132
47. H 0.112
48. H 0.112
49. H 0.130



[3]
Here is a structure of composition C10H23O3PYb in a non-equilibrium geometry from the Open Molecules 2025 dataset. Energies are from ωB97M-V with the def2-TZVPD basis set.

Properties
DFT total energy (Eh): -2119.91191
Gap between HOMO and LUMO (eV): 6.4
HOMO energy (eV): -15.31

```
! wB97M-V def2-TZVPD RIJCOSX def2/J DEFGRID3
* xyz 2 1
C 2.74 0.54 1.65
C 3.28 0.21 0.25
C 2.98 1.31 -0.78
C 2.90 -1.22 -0.22
C 1.59 -1.44 -0.99
C 1.47 -2.92 -1.40
C 0.36 -0.94 -0.23
O -0.27 0.23 -0.92
P -1.51 0.02 -1.85
O -2.64 1.29 -1.02
C -2.45 1.51 0.39
C -3.23 0.49 1.26
C -4.68 0.92 1.52
O -3.10 -0.79 0.71
H 2.12 1.44 1.66
H 2.17 -0.28 2.09
H 3.55 0.72 2.35
H 4.37 0.19 0.34
H 2.11 1.10 -1.40
H 3.83 1.50 -1.43
H 2.78 2.25 -0.28
H 2.87 -1.85 0.67
H 3.70 -1.63 -0.84
H 1.63 -0.86 -1.91
H 1.69 -3.04 -2.46
H 2.17 -3.54 -0.85
H 0.47 -3.32 -1.24
H 0.58 -0.57 0.77
H -0.41 -1.70 -0.15
H -1.19 0.97 -2.86
H -1.40 1.58 0.65
H -2.86 2.50 0.65
H -2.69 0.46 2.21
H -4.90 0.99 2.58
H -5.37 0.20 1.08
H -4.96 1.91 1.10
H -3.70 -0.95 -0.04
Yb -3.97 2.71 -1.06
*
```

Calculated atomic charges, method Löwdin, unit e:
1. C -0.070
2. C -0.377
3. C -0.058
4. C -0.147
5. C -0.346
6. C -0.040
7. C -0.129
8. O -0.420
9. P 1.066
10. O -0.567
11. C -0.244
12. C -0.389
13. C -0.001
14. O -0.013
15. H 0.066
16. H 0.062
17. H 0.083
18. H 0.128
19. H 0.047
20. H 0.085
21. H 0.073
22. H 0.124
23. H 0.129
24. H 0.126
25. H 0.085
26. H 0.086
27. H 0.075
28. H 0.109
29. H 0.103
30. H -0.025
31. H 0.141
32. H 0.087
33. H 0.168
34. H 0.111
35. H 0.104
36. H 0.047
37. H 0.109
38. Yb 1.612



[4]
Here is a structure of composition C10H24AsF2N2OS2Y from the Open Molecules 2025 dataset. Energies are from ωB97M-V with the def2-TZVPD basis set.

Properties
Relative energy (zero: lowest compared OMol25 entry of this formula, charge and spin) (eV): 0.3771
DFT total energy (Eh): -3849.95077
Gap between HOMO and LUMO (eV): 9.5
HOMO energy (eV): -15.18

```
! wB97M-V def2-TZVPD RIJCOSX def2/J DEFGRID3
* xyz 2 1
Y 0.66 0.06 -0.73
F 2.78 1.31 0.13
C 2.64 -0.07 0.42
F 1.70 -0.01 1.54
H 3.59 -0.43 0.80
C 3.04 -1.58 -3.08
S 1.66 -0.44 -3.29
C 2.53 1.09 -3.73
H 3.78 -1.18 -2.38
H 3.49 -1.76 -4.05
H 2.65 -2.52 -2.69
H 3.13 0.89 -4.61
H 3.17 1.43 -2.92
H 1.78 1.84 -3.97
C -2.77 3.32 -0.23
As -0.86 3.40 -0.25
C -0.27 4.91 -1.23
C -0.18 3.47 1.53
O -0.27 1.97 -0.97
H -3.16 4.26 0.17
H -3.10 2.49 0.40
H -3.14 3.18 -1.24
H -0.66 5.81 -0.76
H -0.63 4.85 -2.26
H 0.82 4.94 -1.23
H -0.60 4.33 2.05
H 0.91 3.56 1.50
H -0.46 2.56 2.07
C -2.59 -4.43 0.55
N -1.74 -3.67 1.45
C -1.92 -3.78 2.91
C -0.82 -2.86 3.46
N -0.31 -2.21 2.25
C -0.82 -2.79 1.15
S -0.33 -2.44 -0.47
H -2.44 -5.49 0.74
H -2.32 -4.21 -0.48
H -3.63 -4.17 0.72
H -1.80 -4.82 3.21
H -2.92 -3.45 3.18
H -0.03 -3.43 3.95
H -1.20 -2.12 4.16
H 0.62 -1.81 2.21
*
```

Calculated atomic charges, method Löwdin, unit e:
1. Y 1.228
2. F -0.117
3. C -0.306
4. F -0.171
5. H 0.098
6. C -0.342
7. S 0.736
8. C -0.344
9. H 0.049
10. H 0.058
11. H 0.047
12. H 0.059
13. H 0.048
14. H 0.047
15. C -0.178
16. As 1.054
17. C -0.175
18. C -0.180
19. O -0.653
20. H 0.060
21. H 0.052
22. H 0.058
23. H 0.062
24. H 0.058
25. H 0.056
26. H 0.061
27. H 0.055
28. H 0.049
29. C -0.011
30. N -0.139
31. C -0.070
32. C -0.090
33. N 0.034
34. C -0.738
35. S 0.630
36. H 0.110
37. H 0.059
38. H 0.107
39. H 0.137
40. H 0.136
41. H 0.131
42. H 0.125
43. H 0.112



[5]
Here is a cluster of 5 separate species, C10H24Cl6O2S2 in total in a non-equilibrium geometry from the Open Molecules 2025 dataset. Energies are from ωB97M-V with the def2-TZVPD basis set.

Properties
DFT total energy (Eh): -4103.33688
Gap between HOMO and LUMO (eV): 9.3
HOMO energy (eV): -8.89

```
! wB97M-V def2-TZVPD RIJCOSX def2/J DEFGRID3
* xyz 0 1
C -3.66 -1.93 -0.93
S -2.42 -1.34 -2.19
O -2.18 0.10 -1.93
C -1.13 -2.26 -1.37
H -3.59 -2.99 -1.01
H -4.69 -1.67 -1.14
H -3.36 -1.45 -0.06
H -1.29 -3.32 -1.75
H -1.19 -2.20 -0.31
H -0.12 -2.07 -1.78
C 2.82 1.23 -3.47
S 1.20 0.82 -2.99
O 1.22 0.70 -1.48
C 0.33 2.35 -3.51
H 2.60 1.44 -4.54
H 3.51 0.43 -3.41
H 3.19 2.11 -2.96
H 0.27 2.33 -4.59
H 0.84 3.12 -2.88
H -0.62 2.13 -3.07
Cl -3.00 -0.88 3.10
C -1.59 -0.91 4.25
C -0.43 -1.61 3.62
Cl 0.97 -1.73 4.73
H -1.89 -1.52 5.05
H -1.50 0.08 4.66
H 0.00 -1.17 2.74
H -0.83 -2.62 3.40
Cl 3.77 -1.94 -0.71
C 3.69 -0.49 0.35
C 3.57 -0.74 1.84
Cl 5.01 -1.69 2.48
H 2.83 0.00 -0.01
H 4.48 0.19 0.05
H 2.77 -1.48 1.95
H 3.65 0.25 2.36
Cl -0.49 3.81 -0.19
C -1.50 2.43 -0.06
C -2.00 2.21 1.35
Cl -0.64 1.80 2.47
H -1.03 1.52 -0.45
H -2.34 2.49 -0.72
H -2.69 1.36 1.33
H -2.52 3.08 1.76
*
```

Calculated atomic charges, method Löwdin, unit e:
1. C -0.219
2. S 0.842
3. O -0.567
4. C -0.274
5. H 0.041
6. H 0.053
7. H -0.002
8. H 0.073
9. H 0.035
10. H 0.059
11. C -0.287
12. S 0.792
13. O -0.564
14. C -0.222
15. H 0.058
16. H 0.036
17. H 0.068
18. H 0.054
19. H 0.062
20. H 0.010
21. Cl 0.540
22. C -0.648
23. C -0.685
24. Cl 0.556
25. H 0.049
26. H 0.044
27. H 0.032
28. H 0.083
29. Cl 0.517
30. C -0.660
31. C -0.585
32. Cl 0.466
33. H 0.006
34. H 0.075
35. H 0.051
36. H 0.090
37. Cl 0.614
38. C -0.756
39. C -0.610
40. Cl 0.557
41. H 0.038
42. H 0.068
43. H 0.033
44. H 0.073



[6]
Here is a structure of composition C10H24CuO14 in a non-equilibrium geometry from the Open Molecules 2025 dataset. Energies are from ωB97M-V with the def2-TZVPD basis set.

Properties
Relative energy (zero: lowest compared OMol25 entry of this formula, charge and spin) (eV): 19.4092
DFT total energy (Eh): -3088.38155
Gap between HOMO and LUMO (eV): 2.7
HOMO energy (eV): 4.36

```
! wB97M-V def2-TZVPD RIJCOSX def2/J DEFGRID3
* xyz -3 1
Cu 0.14 -0.58 -0.66
C 2.93 -0.27 -0.87
O 3.65 0.29 -0.03
O 3.35 -1.07 -1.73
O 1.73 -0.25 -0.60
C 1.01 -2.31 1.13
O 1.52 -1.68 2.05
O 0.01 -1.88 0.58
O 1.66 -3.26 0.66
C -2.79 -1.01 -0.42
C -2.13 0.31 -0.70
O -1.07 0.47 0.28
O -1.84 -1.98 -0.81
H -3.71 -1.06 -0.99
H -3.08 -1.06 0.63
H -2.84 1.11 -0.52
H -1.68 0.32 -1.69
H -1.52 0.60 1.12
H -1.47 -2.34 0.00
C -0.12 -2.20 -2.94
C 0.48 -0.82 -3.35
O -0.01 0.16 -2.45
O 0.38 -2.56 -1.66
H 0.26 -2.90 -3.68
H -1.19 -2.03 -2.83
H 0.21 -0.58 -4.38
H 1.57 -0.81 -3.30
H 0.45 0.97 -2.66
H -0.27 -3.04 -1.14
C -0.29 -0.29 3.01
C -0.35 1.13 3.70
O -1.17 2.15 3.07
O 0.33 -0.08 1.72
H -1.23 -0.82 2.89
H 0.27 -1.01 3.61
H 0.65 1.56 3.77
H -0.63 1.05 4.75
H -0.68 2.45 2.30
H 0.45 -0.95 1.34
C 1.43 2.29 -0.09
C 0.31 3.19 0.50
O -0.69 2.52 1.24
O 0.90 1.35 -1.01
H 2.09 1.76 0.59
H 1.98 3.05 -0.66
H -0.20 3.65 -0.35
H 0.76 3.96 1.12
H -1.07 1.93 0.58
H 1.48 0.58 -1.09
*
```

Calculated atomic charges, method Löwdin, unit e:
1. Cu 0.248
2. C -0.930
3. O -0.058
4. O -0.068
5. O -0.045
6. C -0.996
7. O -0.030
8. O -0.109
9. O -0.058
10. C -0.212
11. C -0.178
12. O -0.133
13. O -0.120
14. H 0.094
15. H 0.120
16. H 0.111
17. H 0.114
18. H 0.107
19. H 0.070
20. C -0.196
21. C -0.179
22. O -0.180
23. O -0.068
24. H 0.100
25. H 0.103
26. H 0.091
27. H 0.109
28. H 0.105
29. H 0.078
30. C -0.190
31. C -0.210
32. O -0.125
33. O -0.147
34. H 0.095
35. H 0.099
36. H 0.103
37. H 0.068
38. H -0.245
39. H -0.102
40. C -0.168
41. C -0.146
42. O -0.015
43. O -0.146
44. H 0.121
45. H 0.097
46. H 0.102
47. H 0.110
48. H 0.050
49. H -0.241